Run 1
This record from OMol25 describes C3H3IN2O as an isolated structure. The level of theory is the ωB97M-V functional and the def2-TZVPD basis.

The geometry in XYZ format:
```
10
C3H3IN2O | OMol25 | the ωB97M-V functional and the def2-TZVPD basis
N -0.714 1.716 -0.285
C -0.284 0.526 -0.986
C -0.866 0.000 1.046
H -1.116 -0.461 2.084
O 1.209 0.771 -1.618
H 1.270 1.475 -2.217
I -1.529 0.435 -2.646
C -0.368 -0.571 -0.053
H 0.002 -1.561 -0.245
N -1.095 1.360 0.835
```

Calculated values
- LUMO level (Ha) = -0.0433
- spin multiplicity = 1



Run 2
This record from OMol25 describes one molecule with the formula C3H3IN2O. The level of theory is the ωB97M-V functional and the def2-TZVPD basis.

The geometry in XYZ format:
```
10
C3H3IN2O | OMol25 | the ωB97M-V functional and the def2-TZVPD basis
C -0.754 -0.188 -0.762
H -0.809 -1.233 -1.165
C -0.261 0.796 -1.592
H -0.032 -1.173 2.401
C -0.710 -0.049 0.612
I 0.316 0.573 -3.615
N 1.093 -1.492 0.736
O -1.123 0.810 1.331
N 0.251 -1.023 1.367
H -0.240 1.858 -1.331
```

Calculated values
- LUMO level (Ha) = -0.0163
- spin multiplicity = 1



Quick look at relative energies in eV: run 1 0.000; run 2 0.867.



Run 1
This record from OMol25 describes C4H11N3 as an isolated structure. The level of theory is the ωB97M-V functional and the def2-TZVPD basis.

The geometry in XYZ format:
```
18
C4H11N3 | OMol25 | the ωB97M-V functional and the def2-TZVPD basis
H -2.033 -1.572 -0.739
H 1.546 0.208 0.646
C 0.263 0.744 2.134
H -0.782 -2.764 -0.357
H -1.235 -1.558 0.839
H -1.300 0.941 -0.319
H 1.367 -0.603 -2.144
N 0.622 -1.233 -1.838
C -1.086 -1.729 -0.226
C -0.266 0.655 -0.530
H 0.662 1.763 2.193
N 0.427 1.612 -1.284
C -0.021 -0.826 -0.784
N 0.547 0.185 0.826
H -0.812 0.779 2.311
H 0.759 0.128 2.889
H 1.386 1.348 -1.494
H -0.043 1.921 -2.123
```

Calculated values
- LUMO level (Ha) = 0.0358
- spin multiplicity = 1



Run 2
This record from OMol25 describes one molecule with the formula C4H11N3. The level of theory is the ωB97M-V functional and the def2-TZVPD basis.

The geometry in XYZ format:
```
18
C4H11N3 | OMol25 | the ωB97M-V functional and the def2-TZVPD basis
H -1.132 0.921 -1.184
H 2.647 0.130 -0.957
H 2.949 -0.950 0.788
H 1.444 1.778 1.008
C -2.283 -0.455 -0.611
H -0.747 1.026 1.488
H 0.818 1.869 -0.648
H -0.169 -0.547 0.982
H 1.778 -1.898 0.377
C -0.345 0.553 0.649
N -2.949 -1.077 0.279
H -2.698 -0.390 -1.607
H -3.918 -0.852 0.243
C 1.717 -0.108 -0.298
C 0.982 1.199 0.195
N 1.959 -0.981 0.752
N -1.266 0.450 -0.343
H 1.216 -0.668 -1.112
```

Calculated values
- LUMO level (Ha) = 0.0315
- spin multiplicity = 1



Quick look at relative energies in eV: run 1 0.000; run 2 0.441.



Run 1
This record from OMol25 describes one molecule with the formula C4H11N3. The level of theory is the ωB97M-V functional and the def2-TZVPD basis.

The geometry in XYZ format:
```
18
C4H11N3 | OMol25 | the ωB97M-V functional and the def2-TZVPD basis
H 1.369 1.113 -1.263
N 2.522 -0.905 1.056
H 1.615 0.995 1.239
H 0.996 -0.648 -1.212
H -0.207 2.248 0.672
H 0.603 -0.441 1.347
C -0.635 0.578 -0.413
C -1.579 -0.096 -1.112
H -1.302 1.251 1.451
C 0.899 0.321 -0.675
C 1.390 0.053 0.770
N -2.485 -1.129 -0.823
N -0.985 1.596 0.547
H -3.414 -0.959 -1.215
H -2.449 -1.263 0.175
H 2.146 -1.732 1.509
H 2.985 -1.192 0.204
H -1.469 0.210 -2.257
```

Calculated values
- LUMO level (Ha) = 0.0291
- spin multiplicity = 1



Run 2
This record from OMol25 describes one molecule with the formula C4H11N3. The level of theory is the ωB97M-V functional and the def2-TZVPD basis.

The geometry in XYZ format:
```
18
C4H11N3 | OMol25 | the ωB97M-V functional and the def2-TZVPD basis
C -0.999 0.891 -0.410
C 0.095 1.961 -0.379
C -0.509 -0.460 0.034
H 0.286 -2.166 2.732
N -0.106 -1.308 -1.015
H -1.410 0.863 -1.422
H 2.097 1.927 -0.812
H -0.066 -2.294 -0.810
C -0.318 -0.753 1.315
H -1.809 1.235 0.233
H -0.325 2.881 -0.791
N 1.234 1.598 -1.233
H 0.697 -2.544 1.135
H 1.339 0.586 -1.230
H -0.583 -1.110 -1.878
N 0.432 -1.837 1.798
H 0.345 2.165 0.658
H -0.639 -0.099 2.115
```

Calculated values
- LUMO level (Ha) = 0.0372
- spin multiplicity = 1



Quick look at relative energies in eV: run 1 3.215; run 2 0.000.



Run 1
This record from OMol25 describes one molecule with the formula C4H11N3. The level of theory is the ωB97M-V functional and the def2-TZVPD basis.

The geometry in XYZ format:
```
18
C4H11N3 | OMol25 | the ωB97M-V functional and the def2-TZVPD basis
H -2.025 -2.192 1.391
C -0.331 -1.324 1.532
H 0.359 2.387 -2.075
H -1.560 -0.569 -0.695
H 1.967 2.290 -1.911
N -1.217 -2.402 0.831
H -1.219 -0.648 1.774
H -1.543 1.222 -1.011
C 0.248 0.390 -0.341
C 0.730 -0.796 0.547
N -1.011 0.270 -0.905
H 1.336 1.897 0.757
N 1.124 2.475 -1.428
H 1.088 -1.636 -0.090
C 0.868 1.611 -0.235
H -1.432 -2.203 -0.132
H 1.574 -0.426 1.102
H 0.092 -1.807 2.389
```

Calculated values
- LUMO level (Ha) = 0.0292
- spin multiplicity = 1



Run 2
This record from OMol25 describes one molecule with the formula C4H11N3. The level of theory is the ωB97M-V functional and the def2-TZVPD basis.

The geometry in XYZ format:
```
18
C4H11N3 | OMol25 | the ωB97M-V functional and the def2-TZVPD basis
N 1.237 -0.371 -0.174
H -0.720 0.829 2.244
H -2.436 1.867 -0.289
H -1.131 1.759 -2.185
H -0.057 -1.909 -0.831
C -0.773 0.910 -0.260
H -0.545 -0.927 2.089
C -0.057 0.036 1.903
C 0.872 -1.826 -0.266
H 1.661 -2.292 -0.855
N 0.165 0.255 0.489
H 0.893 0.066 2.446
H -0.315 0.172 -2.225
C -0.397 1.131 -1.704
N -1.835 1.317 0.315
H 2.084 -0.247 0.381
H 0.774 -2.386 0.677
H 0.579 1.616 -1.757
```

Calculated values
- LUMO level (Ha) = 0.0373
- spin multiplicity = 1



Quick look at relative energies in eV: run 1 1.745; run 2 0.000.



Run 1
This record from OMol25 describes one molecule with the formula C4H11N3. The level of theory is the ωB97M-V functional and the def2-TZVPD basis.

The geometry in XYZ format:
```
18
C4H11N3 | OMol25 | the ωB97M-V functional and the def2-TZVPD basis
H -0.909 0.889 2.206
H 0.526 -1.391 1.710
H -0.984 -1.460 0.056
H 0.371 -1.773 -0.811
H -1.061 1.271 -2.703
H 1.839 -1.204 0.566
N -0.348 0.225 -1.137
C -1.114 0.266 -2.277
H 0.259 1.026 -1.083
N -0.212 1.346 1.650
H 1.780 0.545 2.239
C 1.047 0.652 1.432
N -1.855 -0.619 -2.805
C -0.126 -0.904 -0.330
H 1.610 1.164 0.647
C 0.887 -0.780 0.879
H -1.778 -1.491 -2.280
H 0.068 2.239 2.042
```

Calculated values
- LUMO level (Ha) = 0.0299
- spin multiplicity = 1



Run 2
This record from OMol25 describes one molecule with the formula C4H11N3. The level of theory is the ωB97M-V functional and the def2-TZVPD basis.

The geometry in XYZ format:
```
18
C4H11N3 | OMol25 | the ωB97M-V functional and the def2-TZVPD basis
C 1.656 0.280 1.153
C -0.198 -0.166 -0.682
N -0.366 -0.943 -1.821
H 1.249 -0.080 2.099
C 1.012 -0.665 0.103
N 1.397 1.721 1.026
H -1.112 1.165 0.583
N -2.699 -0.004 -0.161
H -2.966 -0.224 -1.120
C -1.304 0.325 -0.075
H 0.704 1.955 0.332
H 0.681 -1.570 0.595
H 1.199 2.160 1.909
H 2.729 0.188 1.004
H -1.267 -0.932 -2.265
H 1.769 -0.969 -0.621
H 0.372 -1.346 -2.365
H -2.856 -0.895 0.306
```

Calculated values
- LUMO level (Ha) = 0.0339
- spin multiplicity = 1



Run 3
This record from OMol25 describes a 2-piece molecular cluster, C4H11N3 overall. The level of theory is the ωB97M-V functional and the def2-TZVPD basis.

The geometry in XYZ format:
```
18
C4H11N3 | OMol25 | the ωB97M-V functional and the def2-TZVPD basis
N 2.512 -0.010 -0.377
H -2.384 -1.864 -0.444
H -0.555 -0.332 -1.289
H 2.170 1.523 0.893
H -0.143 0.605 1.633
H -2.806 -0.154 -0.264
H 1.191 -1.334 -0.019
H 0.071 -1.932 1.069
H 2.599 -0.229 -1.370
H -2.272 -1.086 1.140
H 2.068 1.972 -0.901
C -0.682 -0.573 -0.226
C 2.163 1.194 -0.141
C -0.357 0.786 0.578
N -0.720 1.952 0.269
C -2.133 -0.941 0.070
N 0.205 -1.641 0.104
H -0.929 2.065 -0.725
```

Calculated values
- LUMO level (Ha) = 0.0332
- spin multiplicity = 1



Quick look at relative energies in eV: run 1 0.000; run 2 0.998; run 3 0.744.



Run 1
This record from OMol25 describes a 9-piece molecular cluster, C12H42O9 overall. The level of theory is the ωB97M-V functional and the def2-TZVPD basis.

The geometry in XYZ format:
```
63
C12H42O9 | OMol25 | the ωB97M-V functional and the def2-TZVPD basis
H 1.857 3.846 -2.198
H 0.933 2.227 -2.402
H 3.550 -0.321 2.192
H 2.891 2.033 -1.153
H -0.822 0.016 -4.707
H 1.871 0.571 0.188
C 2.029 2.333 -0.581
H -0.177 -3.031 4.610
H 2.390 -1.293 1.711
H -0.271 0.512 -1.412
C 1.193 3.062 -1.684
C 0.065 1.916 3.330
H -2.618 -0.372 -4.767
H -0.053 -1.653 -1.414
H -0.273 -4.526 1.103
C -1.729 0.111 -2.761
O -0.078 -2.475 -0.933
C -2.289 2.656 2.893
H 0.139 -3.069 -1.672
O 3.039 -0.634 1.478
H -0.749 2.506 1.425
O 1.030 -3.613 -3.332
O -1.436 0.709 1.947
H -3.164 1.771 -2.882
H 3.358 2.987 1.117
C 0.235 -2.449 3.801
O -2.883 -1.321 -0.027
H 1.472 -2.846 -3.684
C -1.639 -0.404 -4.211
H -2.048 3.668 3.188
H -1.515 2.071 -3.421
H -1.284 -2.460 2.380
H -2.432 -0.549 -2.179
H 0.332 2.910 3.571
H 2.742 4.277 0.139
O 1.714 -0.930 -4.131
C -1.090 2.013 2.375
H 1.608 3.556 1.176
C 2.462 3.349 0.529
O 0.468 -1.817 1.612
C -2.123 1.565 -2.672
H -2.611 2.089 3.809
H 1.731 -0.558 -5.029
H 0.908 1.636 2.745
H -0.219 1.343 4.234
H -1.956 2.066 -1.653
H -2.455 -0.831 0.757
C -0.242 -2.726 2.432
H 1.362 -2.541 3.887
H 1.003 -4.471 2.378
H 1.300 -4.446 -3.752
H 0.377 -1.934 0.655
C 0.000 -4.198 2.126
H 0.037 -1.427 4.113
H -0.689 0.112 1.980
H -2.120 -1.719 -0.530
H 0.299 3.569 -1.213
H 0.918 -0.491 -3.711
O 1.256 1.207 -0.166
O -0.387 -0.036 -2.239
H -3.033 2.676 2.126
H -0.693 -4.768 2.791
H -1.489 -1.451 -4.277
```

Calculated values
- LUMO level (Ha) = 0.0194
- spin multiplicity = 1



Run 2
This record from OMol25 describes a 9-piece molecular cluster, C12H42O9 overall. The level of theory is the ωB97M-V functional and the def2-TZVPD basis.

The geometry in XYZ format:
```
63
C12H42O9 | OMol25 | the ωB97M-V functional and the def2-TZVPD basis
C 0.214 0.282 0.607
H 5.477 -0.694 1.329
H 2.792 0.356 -5.296
H -0.625 2.017 -0.223
H -3.627 -0.387 -4.923
H -3.829 -1.967 -3.910
O -0.782 -0.663 0.753
O -3.565 0.173 -0.028
H -4.937 -1.325 0.027
O 4.548 2.462 -1.442
H -0.573 0.643 -1.409
H 1.149 -0.256 0.410
H 4.142 -1.657 2.006
H 3.575 4.158 -0.720
H -1.723 2.941 2.958
O -0.383 4.078 3.901
H 3.857 2.151 -2.040
C 2.263 1.066 -4.658
H -4.304 -0.764 1.566
H 3.907 -0.038 1.176
H -2.504 3.191 5.247
H 0.370 1.177 -3.738
C -0.994 2.799 3.760
C -2.724 -3.769 1.185
H 2.234 2.044 -5.129
H -1.604 -0.259 0.450
H 0.440 0.873 1.500
H -5.588 0.204 0.670
H 0.345 0.311 -5.243
H -3.667 -4.068 1.641
H -1.064 2.400 5.906
H -2.458 0.457 -3.217
H 4.409 3.096 0.547
H 0.771 1.551 -1.123
C -4.706 -0.432 0.611
C 3.861 3.158 -0.390
H 0.416 -2.516 3.294
O -1.775 -4.790 1.505
C -1.717 2.468 5.037
O 0.532 -3.205 1.303
C -0.079 1.138 -0.572
H 2.029 -2.458 2.485
H -2.853 -3.683 0.103
H -2.373 -2.802 1.550
H -0.248 4.469 3.035
H -0.942 -4.366 1.249
C 1.079 -2.992 2.567
H -0.276 2.042 3.438
H 4.817 -2.321 -0.201
H 0.250 -2.312 1.068
H -2.190 1.495 4.892
O 2.955 1.139 -3.381
O 4.243 -1.557 -0.110
H -2.385 -1.480 -4.720
H 3.087 0.269 -2.996
C 0.896 0.407 -4.303
C -3.250 -1.087 -4.177
H -3.612 0.094 -0.987
O -2.815 -0.403 -2.980
H 0.877 -0.564 -3.814
H 1.307 -3.967 3.003
H 2.897 2.662 -0.246
C 4.434 -0.990 1.196
```

Calculated values
- LUMO level (Ha) = 0.0116
- spin multiplicity = 1



Quick look at relative energies in eV: run 1 0.000; run 2 4.432.